1.
{
  "formula": "C2H5N5O2",
  "method": "ωB97M-V with the def2-TZVPD basis set",
  "total_charge": 0,
  "e_tot_ev": -13695.329,
  "smiles": "N/N=c1/ncn(O)n1O",
  "e_lumo_ev": 0.498,
  "homo_energy_ha": -0.3183,
  "relative_energy_kcal_mol": 97.3,
  "species": ["N", "N", "C", "N", "C", "N", "O", "N", "O", "H", "H", "H", "H", "H"],
  "positions_angstrom": [[-2.550726, -0.462288, -0.257566], [-1.916576, 0.710004, 0.053799], [-0.648384, 0.718289, 0.054041], [0.152054, 1.822512, 0.392818], [1.344414, 1.443126, 0.116397], [1.404722, 0.208289, -0.565258], [2.506831, -0.588087, -0.376349], [0.164317, -0.438834, -0.297929], [0.357197, -1.153636, 0.945912], [-2.049913, -1.036832, -0.942158], [-3.478675, -0.241415, -0.589639], [2.237614, 2.036726, 0.233156], [2.395432, -0.969514, 0.518204], [0.081693, -2.048341, 0.714570]],
  "forces_ev_per_angstrom": [[0.010, -0.223, -0.351], [0.645, 0.189, 0.011], [-0.750, -0.015, -0.035], [0.606, -0.294, 0.041], [-0.663, 0.094, -0.200], [0.027, 0.400, 0.188], [0.046, -0.203, 0.189], [0.095, -0.023, -0.202], [-0.109, -0.131, 0.190], [-0.059, 0.179, 0.267], [0.021, -0.042, 0.071], [0.077, -0.020, 0.016], [0.033, 0.098, -0.239], [0.019, -0.010, 0.054]]
}

2.
{
  "formula": "C3H10O3S",
  "method": "ωB97M-V with the def2-TZVPD basis set",
  "total_charge": 0,
  "e_tot_ev": -20250.655,
  "smiles": "O=CCCS.O.O",
  "e_lumo_ev": 0.649,
  "homo_energy_ha": -0.3466,
  "relative_energy_kcal_mol": 2.6,
  "species": ["O", "C", "C", "C", "S", "H", "H", "H", "H", "H", "H", "O", "H", "H", "O", "H", "H"],
  "positions_angstrom": [[2.549271, 0.616534, -1.144579], [1.369526, 0.527509, -1.382195], [0.404050, -0.287730, -0.566230], [-0.510333, 0.619909, 0.241658], [-1.584465, -0.427206, 1.274679], [0.936624, 1.076044, -2.237405], [-0.187744, -0.895971, -1.253392], [0.986508, -0.938443, 0.094644], [-1.131766, 1.241015, -0.406267], [0.072438, 1.264129, 0.897223], [-2.110100, 0.554114, 2.017481], [2.387223, 0.171360, 1.851649], [2.675293, 0.410506, 0.957150], [3.210161, 0.106309, 2.344448], [-2.600523, -0.730892, -1.934933], [-2.737007, -0.864454, -0.981643], [-3.480357, -0.564366, -2.287609]],
  "forces_ev_per_angstrom": [[-0.011, 0.062, 0.104], [-0.116, -0.030, 0.025], [0.368, -0.249, -0.009], [-0.174, 0.243, 0.146], [0.018, -0.076, -0.032], [-0.009, 0.038, -0.068], [-0.064, -0.006, -0.027], [-0.170, 0.108, -0.050], [0.069, -0.098, -0.030], [0.070, -0.064, 0.031], [-0.049, 0.027, -0.040], [0.152, 0.128, -0.159], [-0.038, -0.096, -0.037], [-0.040, -0.026, 0.118], [-0.098, -0.018, 0.245], [0.048, 0.079, -0.194], [0.044, -0.022, -0.022]]
}

Number 2 is which compound?
C3H10O3S

Repeat the first record exactly.
{
  "formula": "C2H5N5O2",
  "method": "ωB97M-V with the def2-TZVPD basis set",
  "total_charge": 0,
  "e_tot_ev": -13695.329,
  "smiles": "N/N=c1/ncn(O)n1O",
  "e_lumo_ev": 0.498,
  "homo_energy_ha": -0.3183,
  "relative_energy_kcal_mol": 97.3,
  "species": ["N", "N", "C", "N", "C", "N", "O", "N", "O", "H", "H", "H", "H", "H"],
  "positions_angstrom": [[-2.550726, -0.462288, -0.257566], [-1.916576, 0.710004, 0.053799], [-0.648384, 0.718289, 0.054041], [0.152054, 1.822512, 0.392818], [1.344414, 1.443126, 0.116397], [1.404722, 0.208289, -0.565258], [2.506831, -0.588087, -0.376349], [0.164317, -0.438834, -0.297929], [0.357197, -1.153636, 0.945912], [-2.049913, -1.036832, -0.942158], [-3.478675, -0.241415, -0.589639], [2.237614, 2.036726, 0.233156], [2.395432, -0.969514, 0.518204], [0.081693, -2.048341, 0.714570]],
  "forces_ev_per_angstrom": [[0.010, -0.223, -0.351], [0.645, 0.189, 0.011], [-0.750, -0.015, -0.035], [0.606, -0.294, 0.041], [-0.663, 0.094, -0.200], [0.027, 0.400, 0.188], [0.046, -0.203, 0.189], [0.095, -0.023, -0.202], [-0.109, -0.131, 0.190], [-0.059, 0.179, 0.267], [0.021, -0.042, 0.071], [0.077, -0.020, 0.016], [0.033, 0.098, -0.239], [0.019, -0.010, 0.054]]
}